Molecular formula: CH3N2O2S
Method: DFT, ωB97M-V/def2-TZVPD

Properties
- Charge: -1
- Highest occupied orbital energy (alpha / beta): -2.02 / -3.49 eV
- Gap between HOMO and LUMO (alpha / beta): 5.565 / 7.531 eV

Last column: natural (NBO) charge in e.
Geometry (Å):
1 C -0.5792 0.4013 -0.1280  -1.00
2 N 2.8241 -0.1898 0.2326  -0.37
3 N 2.1401 0.7558 -0.0299  0.02
4 O -2.0167 -1.8810 0.1281  -1.01
5 O -2.8183 0.2164 1.1711  -1.02
6 S -2.0436 -0.4015 0.0759  1.69
7 H -0.0465 0.3643 -1.0608  0.19
8 H -0.8150 1.3915 0.1180  0.19
9 H 3.3551 -0.6570 -0.5069  0.31

---

Molecular formula: CH3N2O2S
Method: DFT, ωB97M-V/def2-TZVPD

Properties
- Charge: -1
- Highest occupied orbital energy (alpha / beta): -4.69 / -4.10 eV
- Gap between HOMO and LUMO (alpha / beta): 8.293 / 8.044 eV

Last column: natural (NBO) charge in e.
Geometry (Å):
1 C -0.5688 0.2462 -0.4301  -0.24
2 N -0.1849 -0.5205 0.4396  -0.22
3 N 2.2313 -1.2046 -0.5993  -0.84
4 O 4.0832 0.4108 -0.0873  -1.00
5 O 1.9685 1.3007 -0.9875  -1.03
6 S 2.6343 0.2413 -0.2099  2.03
7 H 2.1787 0.4755 1.1244  -0.12
8 H 0.1155 0.7197 -1.1530  0.26
9 H -1.6264 0.5480 -0.5473  0.16

---

Molecular formula: CH3N2O3S
Method: DFT, ωB97M-V/def2-TZVPD

Properties
- Charge: -1
- Highest occupied orbital energy: -4.10 eV
- Gap between HOMO and LUMO: 8.008 eV

Last column: natural (NBO) charge in e.
Geometry (Å):
1 C 0.4571 -1.5942 0.7597  0.48
2 N 0.6133 -0.3949 0.1627  -0.51
3 N -0.2214 0.1715 -1.0889  -0.68
4 O -1.1947 2.6786 -1.4748  -1.00
5 O 0.0426 -2.6214 0.2366  -0.68
6 O 0.1970 2.1054 0.4476  -1.05
7 S -1.0003 1.7054 -0.3524  1.57
8 H 0.8932 -1.7198 1.7817  0.10
9 H 0.9179 0.3632 0.7990  0.42
10 H -0.7047 -0.6937 -1.2713  0.36

---

Energy above the lowest of the compared OMol25 structures with the same formula, charge and spin values, unit kJ/mol, following the record order: 445.7; 472.1; 152.6.
DFT total energy values, unit eV, following the record order: -18992.67766; -18992.40389; -21043.48245.